1.
{
  "formula": "C37H64ClF3N15O29P",
  "method": "ωB97M-V with the def2-TZVPD basis set",
  "e_lumo_ev": -1.5,
  "e_tot_ha": -5551.18300,
  "charge": 0,
  "homo_lumo_gap_ev": 6.5,
  "e_homo_ev": -7.9645,
  "species": ["C", "C", "C", "C", "C", "C", "C", "C", "C", "O", "C", "C", "C", "C", "C", "C", "N", "N", "N", "C", "C", "C", "C", "O", "C", "F", "F", "F", "C", "O", "C", "C", "P", "O", "Cl", "C", "O", "C", "H", "H", "H", "H", "H", "H", "H", "H", "H", "H", "H", "H", "H", "H", "H", "H", "H", "H", "H", "H", "H", "H", "H", "H", "H", "H", "H", "H", "C", "N", "O", "O", "H", "H", "H", "C", "N", "O", "O", "H", "H", "H", "C", "N", "O", "O", "H", "H", "H", "C", "N", "O", "O", "H", "H", "H", "C", "N", "O", "O", "H", "H", "H", "C", "N", "O", "O", "H", "H", "H", "C", "N", "O", "O", "H", "H", "H", "C", "N", "O", "O", "H", "H", "H", "C", "N", "O", "O", "H", "H", "H", "C", "N", "O", "O", "H", "H", "H", "C", "N", "O", "O", "H", "H", "H", "C", "N", "O", "O", "H", "H", "H"],
  "positions_angstrom": [[3.814, -3.304, 1.710], [2.814, -2.660, 0.644], [3.277, -1.947, -0.679], [2.225, -1.328, -1.671], [0.702, -1.374, -1.378], [-0.422, -0.764, -2.368], [-0.849, -1.955, -3.362], [0.061, 0.580, -3.109], [0.221, -2.060, -0.062], [-1.200, -2.048, 0.173], [-1.461, -1.322, 1.398], [-2.425, -0.061, 1.231], [-3.966, -0.367, 1.138], [-5.005, 0.770, 1.019], [-6.590, 0.610, 0.913], [-7.198, -0.715, 1.601], [-7.340, -1.765, 0.559], [-6.508, -1.153, 2.847], [-8.616, -0.359, 2.017], [-4.450, 2.243, 0.956], [-2.909, 2.564, 1.028], [-1.861, 1.397, 1.163], [-0.292, 1.747, 1.236], [0.131, 2.075, -0.114], [1.376, 2.733, -0.136], [1.452, 3.895, 0.657], [1.579, 3.163, -1.488], [2.444, 1.848, 0.155], [-2.438, 4.108, 0.990], [-1.381, 4.508, 0.446], [-3.462, 5.138, 1.696], [-4.863, 4.842, 1.613], [-6.216, 5.918, 2.420], [-7.263, 4.741, 3.163], [-5.454, 7.035, 4.045], [-5.397, 3.530, 0.833], [-6.456, 3.582, 0.167], [1.264, -2.702, 0.904], [4.654, -2.552, 1.923], [4.314, -4.267, 1.352], [3.214, -3.493, 2.672], [4.398, -1.883, -0.896], [2.604, -0.818, -2.632], [-1.369, -0.492, -1.771], [0.030, -2.352, -3.981], [-1.750, -1.655, -4.011], [-1.226, -2.814, -2.696], [1.156, 0.830, -2.900], [-0.562, 1.443, -2.687], [-0.163, 0.489, -4.230], [-2.000, -2.053, 2.117], [-0.523, -0.963, 1.948], [-4.324, -1.450, 1.176], [-7.049, 1.517, 1.463], [-6.878, 0.733, -0.199], [-7.765, -2.582, 1.017], [-6.433, -1.977, 0.123], [-5.886, -1.935, 2.572], [-5.971, -0.399, 3.297], [-8.467, 0.338, 2.779], [-8.943, 0.237, 1.224], [-0.195, 2.611, 1.983], [0.334, 0.881, 1.672], [-3.106, 6.076, 2.245], [-6.951, 4.567, 4.084], [0.932, -3.222, 1.862], [6.809, -4.945, -2.448], [6.278, -4.065, -1.375], [5.460, -4.548, -0.607], [6.699, -2.918, -1.339], [6.348, -5.927, -2.354], [6.557, -4.489, -3.403], [7.885, -5.012, -2.314], [4.853, -8.133, -0.059], [6.091, -8.517, -0.787], [6.785, -9.388, -0.294], [6.322, -7.927, -1.833], [4.778, -8.734, 0.845], [4.932, -7.074, 0.187], [4.010, -8.324, -0.722], [8.107, -0.448, 2.820], [7.257, -1.660, 2.948], [6.060, -1.530, 2.759], [7.822, -2.703, 3.235], [7.474, 0.399, 2.563], [8.597, -0.287, 3.780], [8.835, -0.639, 2.032], [-4.412, 3.467, 5.613], [-4.606, 2.116, 5.024], [-4.526, 1.159, 5.776], [-4.830, 2.063, 3.823], [-4.222, 3.362, 6.680], [-3.560, 3.925, 5.112], [-5.325, 4.035, 5.439], [6.579, -5.588, 4.809], [6.370, -6.926, 4.196], [6.448, -7.897, 4.930], [6.135, -6.953, 2.998], [6.777, -5.715, 5.871], [7.430, -5.127, 4.310], [5.669, -5.009, 4.652], [-4.655, 10.791, 1.194], [-5.503, 9.579, 1.333], [-6.697, 9.704, 1.127], [-4.936, 8.543, 1.645], [-5.288, 11.632, 0.915], [-4.177, 10.971, 2.156], [-3.917, 10.589, 0.418], [-0.607, 4.409, -3.376], [-1.575, 4.713, -4.463], [-1.242, 5.542, -5.299], [-2.634, 4.111, -4.441], [0.286, 5.014, -3.521], [-1.088, 4.653, -2.429], [-0.368, 3.348, -3.436], [-0.760, -3.679, -7.512], [-1.291, -2.799, -6.439], [-2.112, -3.282, -5.671], [-0.868, -1.657, -6.404], [-1.223, -4.660, -7.422], [-1.012, -3.219, -8.467], [0.319, -3.747, -7.377], [10.906, -3.470, -2.652], [9.921, -3.174, -3.724], [10.235, -2.345, -4.560], [8.865, -3.788, -3.687], [11.791, -2.856, -2.810], [10.436, -3.231, -1.699], [11.154, -4.529, -2.717], [-4.802, -4.844, -5.003], [-4.996, -6.188, -5.605], [-4.910, -7.154, -4.864], [-5.227, -6.227, -6.803], [-4.605, -4.961, -3.939], [-3.953, -4.379, -5.503], [-5.717, -4.276, -5.165], [-1.723, 3.892, 10.032], [-2.698, 4.184, 8.949], [-2.373, 5.006, 8.107], [-3.756, 3.577, 8.981], [-0.834, 4.500, 9.877], [-2.200, 4.141, 10.979], [-1.480, 2.831, 9.978], [1.402, 6.865, -6.322], [2.771, 6.429, -6.702], [3.159, 5.355, -6.269], [3.409, 7.179, -7.423], [0.956, 6.106, -5.684], [1.496, 7.811, -5.788], [0.828, 6.984, -7.240]],
  "mulliken_charge": [-0.410, 0.675, -0.458, -0.789, 0.264, 1.073, -1.322, -0.688, 0.117, -0.350, -1.130, 0.816, -0.940, 1.049, -0.880, 0.480, -0.673, -0.546, -0.763, 0.305, 0.840, 0.035, -1.395, 0.206, 0.611, -0.238, -0.234, -0.243, -0.045, -0.528, -0.554, 0.579, 0.407, -0.508, -0.244, -0.616, -0.542, -0.585, 0.015, 0.030, 0.329, 0.296, 0.310, -0.080, 0.279, 0.431, 0.270, 0.281, -0.223, 0.326, 0.384, 0.369, 0.293, 0.259, 0.297, 0.315, 0.290, 0.326, 0.297, 0.285, 0.356, 0.472, 0.247, 0.323, 0.306, 0.194, -0.720, 0.925, -0.451, -0.588, 0.417, 0.259, 0.240, -0.522, 0.931, -0.540, -0.601, 0.320, 0.086, 0.273, -0.767, 0.876, -0.587, -0.510, 0.312, 0.292, 0.287, -0.111, 0.770, -0.562, -0.266, 0.037, 0.224, -0.060, -0.582, 0.849, -0.531, -0.501, 0.301, 0.233, 0.226, -0.746, 0.820, -0.523, -0.411, 0.304, 0.286, 0.284, -0.348, 1.003, -0.586, -0.561, 0.243, 0.239, -0.017, -0.816, 0.838, -0.510, -0.452, 0.307, 0.309, 0.303, -0.760, 0.845, -0.507, -0.496, 0.321, 0.267, 0.289, -0.440, 0.869, -0.525, -0.525, 0.286, 0.084, 0.295, -0.731, 0.852, -0.505, -0.524, 0.309, 0.283, 0.294, -0.329, 0.883, -0.519, -0.551, -0.003, 0.284, 0.274]
}



2.
{
  "formula": "C37H65AsBrN5RuSi3",
  "method": "ωB97M-V with the def2-TZVPD basis set",
  "e_lumo_ev": [-2.8, -4.4],
  "e_tot_ha": -7495.38626,
  "charge": 1,
  "homo_lumo_gap_ev": [6.4, 5.4],
  "e_homo_ev": [-9.1846, -9.8448],
  "multiplicity": 6,
  "species": ["Ru", "C", "C", "C", "C", "C", "C", "C", "C", "C", "C", "C", "C", "C", "C", "C", "C", "C", "H", "H", "H", "H", "H", "H", "H", "H", "H", "H", "H", "H", "H", "H", "H", "H", "H", "H", "H", "H", "H", "H", "H", "H", "H", "H", "H", "H", "H", "Br", "C", "C", "C", "C", "C", "C", "C", "C", "C", "C", "H", "H", "H", "H", "H", "H", "N", "N", "N", "C", "N", "N", "H", "H", "H", "C", "Si", "C", "C", "As", "Si", "C", "C", "C", "Si", "C", "C", "C", "H", "H", "H", "H", "H", "H", "H", "H", "H", "H", "H", "H", "H", "H", "H", "H", "H", "H", "H", "H", "H", "H", "H", "H", "H", "H", "H"],
  "positions_angstrom": [[0.172, 0.195, -0.005], [-1.501, 1.961, 1.937], [-2.529, 1.397, 2.638], [-3.300, 0.556, 1.671], [-2.537, 0.531, 0.542], [-1.466, 1.540, 0.543], [-1.639, 2.658, -0.547], [-2.618, 3.753, -0.078], [-2.205, 2.113, -1.876], [-0.358, 3.372, -0.948], [-4.746, 0.047, 1.628], [-4.861, -1.417, 2.181], [-5.222, -0.050, 0.144], [-5.754, 1.012, 2.321], [-2.678, 1.563, 4.135], [-3.602, 2.837, 4.451], [-1.321, 1.829, 4.799], [-3.252, 0.282, 4.794], [-0.883, 2.762, 2.342], [-2.815, 0.029, -0.379], [-3.493, 3.352, 0.390], [-2.928, 4.390, -0.921], [-2.154, 4.457, 0.614], [-3.238, 1.727, -1.759], [-1.620, 1.313, -2.289], [-2.256, 2.981, -2.551], [0.350, 3.644, -0.086], [-0.613, 4.312, -1.430], [0.247, 2.737, -1.592], [-4.395, -2.119, 1.518], [-5.931, -1.718, 2.253], [-4.466, -1.502, 3.221], [-4.551, -0.667, -0.442], [-5.288, 0.957, -0.303], [-6.231, -0.495, 0.120], [-5.553, 1.108, 3.374], [-6.814, 0.642, 2.240], [-5.754, 1.994, 1.891], [-3.086, 3.768, 4.323], [-3.946, 2.748, 5.493], [-4.483, 2.817, 3.817], [-0.888, 2.871, 4.628], [-0.535, 1.102, 4.532], [-1.422, 1.813, 5.921], [-4.316, 0.161, 4.476], [-3.249, 0.380, 5.916], [-2.702, -0.616, 4.495], [-0.679, -2.482, 2.575], [-0.958, -3.452, 0.916], [-1.096, -4.840, 1.145], [-1.464, -5.729, 0.161], [-1.754, -5.189, -1.120], [-1.602, -3.827, -1.421], [-2.010, -3.385, -2.681], [-1.768, -2.059, -2.965], [-1.022, -1.227, -2.120], [-0.700, -1.538, -0.809], [-1.078, -2.876, -0.400], [-0.939, -5.260, 2.161], [-1.629, -6.765, 0.399], [-2.206, -5.804, -1.863], [-2.477, -4.090, -3.395], [-2.152, -1.676, -3.927], [-0.678, -0.277, -2.570], [3.779, 0.055, 4.121], [2.816, 0.653, 3.277], [2.852, 1.984, 2.821], [1.900, 1.945, 1.894], [1.368, 0.708, 1.720], [1.880, -0.155, 2.598], [4.670, 0.528, 4.083], [3.796, -0.937, 3.928], [1.566, 2.790, 1.342], [4.052, -0.753, -4.476], [2.414, -1.249, -3.650], [1.006, -0.478, -4.678], [2.122, -3.154, -3.663], [2.238, -0.255, -1.387], [4.046, -1.630, -0.391], [5.112, -2.674, -1.580], [5.257, -0.516, 0.533], [3.059, -2.823, 0.715], [3.539, 1.720, -2.075], [3.566, 3.055, -0.748], [2.603, 2.452, -3.552], [5.320, 1.251, -2.384], [3.918, -1.313, -5.414], [4.973, -1.115, -3.981], [4.126, 0.328, -4.619], [0.132, -1.083, -4.832], [1.408, -0.117, -5.593], [0.669, 0.457, -4.196], [2.729, -3.503, -4.503], [1.085, -3.493, -3.833], [2.518, -3.689, -2.779], [5.555, -2.269, -2.536], [4.553, -3.563, -1.952], [5.904, -3.090, -0.963], [6.140, -0.295, -0.049], [5.553, -1.125, 1.379], [4.845, 0.422, 0.922], [2.155, -3.127, 0.149], [2.676, -2.407, 1.656], [3.626, -3.750, 0.947], [2.561, 3.338, -0.415], [3.964, 3.930, -1.269], [4.197, 2.806, 0.089], [3.074, 3.457, -3.692], [1.566, 2.655, -3.324], [2.651, 1.910, -4.438], [5.961, 1.619, -1.574], [5.661, 1.667, -3.355], [5.482, 0.179, -2.503]],
  "lowdin_spin": [3.394, 0.067, 0.069, 0.163, 0.024, 0.258, 0.032, 0.013, 0.005, 0.030, 0.019, 0.015, 0.002, 0.002, 0.005, 0.004, 0.000, 0.004, 0.001, -0.003, 0.001, 0.003, 0.000, 0.000, 0.004, 0.000, 0.002, 0.002, 0.011, 0.000, 0.003, 0.000, 0.000, 0.000, 0.000, 0.000, 0.000, 0.000, 0.000, 0.000, 0.000, 0.000, 0.000, 0.000, 0.000, 0.001, 0.000, 0.025, 0.002, 0.007, -0.001, 0.010, 0.008, 0.028, 0.008, 0.085, 0.200, 0.044, 0.000, 0.000, 0.001, 0.002, 0.000, 0.016, 0.007, 0.024, 0.001, 0.027, 0.113, 0.017, 0.001, 0.000, 0.004, 0.008, 0.022, 0.003, 0.003, 0.115, 0.023, 0.006, 0.003, 0.003, 0.026, 0.001, 0.002, 0.009, 0.001, 0.000, 0.000, 0.000, 0.000, 0.001, 0.001, 0.000, 0.000, 0.000, 0.000, 0.001, 0.000, 0.001, 0.000, 0.000, 0.000, 0.000, 0.001, 0.000, 0.000, 0.000, 0.000, 0.000, 0.000, 0.001, 0.001]
}



3.
{
  "formula": "C37H65GeNO4PbSeSi3",
  "method": "ωB97M-V with the def2-TZVPD basis set",
  "e_lumo_ev": [-4.9, -6.1],
  "e_tot_ha": -7344.04445,
  "e_above_lowest_kcal_mol": 29.0,
  "charge": 1,
  "homo_lumo_gap_ev": [4.2, 2.9],
  "e_homo_ev": [-9.0854, -9.0774],
  "multiplicity": 2,
  "species": ["Pb", "C", "C", "C", "C", "O", "Ge", "O", "C", "C", "C", "C", "O", "C", "C", "C", "C", "H", "H", "H", "H", "H", "H", "H", "H", "H", "H", "H", "H", "H", "H", "H", "H", "H", "H", "H", "H", "H", "H", "H", "H", "H", "H", "H", "C", "O", "Si", "C", "C", "C", "Si", "C", "C", "C", "Si", "C", "C", "C", "H", "H", "H", "H", "H", "H", "H", "H", "H", "H", "H", "H", "H", "H", "H", "H", "H", "H", "H", "H", "H", "H", "H", "H", "H", "H", "H", "Se", "C", "N", "C", "C", "C", "C", "C", "C", "C", "C", "C", "C", "C", "C", "C", "C", "H", "H", "H", "H", "H", "H", "H", "H", "H", "H", "H"],
  "positions_angstrom": [[0.123, 0.433, 0.071], [0.265, 0.151, -3.896], [0.932, -0.913, -3.036], [2.375, -0.481, -2.742], [0.955, -2.226, -3.821], [0.208, -1.091, -1.792], [-1.103, -2.535, -1.517], [-2.572, -1.431, -1.481], [-3.776, -1.527, -2.230], [-4.513, -2.816, -1.867], [-4.640, -0.323, -1.855], [-3.492, -1.499, -3.732], [-0.729, -2.369, 0.300], [-0.871, -3.508, 1.173], [-0.630, -3.037, 2.598], [0.158, -4.590, 0.832], [-2.269, -4.122, 1.041], [0.755, 0.203, -4.869], [0.338, 1.123, -3.417], [-0.787, -0.096, -4.047], [2.752, 0.153, -3.546], [3.044, -1.334, -2.652], [2.414, 0.087, -1.811], [1.592, -2.111, -4.700], [-0.048, -2.498, -4.151], [1.347, -3.035, -3.203], [-4.685, -2.860, -0.790], [-3.912, -3.682, -2.156], [-5.475, -2.872, -2.379], [-4.891, -0.356, -0.793], [-5.562, -0.319, -2.439], [-4.094, 0.598, -2.053], [-2.821, -2.318, -4.004], [-3.023, -0.553, -4.013], [-4.417, -1.606, -4.299], [0.295, -2.458, 2.641], [-0.547, -3.896, 3.267], [-1.450, -2.410, 2.929], [1.168, -4.264, 1.080], [0.118, -4.827, -0.233], [-0.060, -5.496, 1.398], [-3.038, -3.367, 1.147], [-2.417, -4.887, 1.804], [-2.384, -4.584, 0.057], [-0.757, 0.628, 3.932], [0.142, 0.549, 2.817], [1.744, 0.917, 3.033], [2.373, -0.009, 4.532], [1.877, 2.715, 3.548], [2.452, 0.456, 1.316], [3.303, -1.290, 1.180], [5.038, -1.221, 0.449], [3.604, -2.196, 2.801], [2.328, -2.503, 0.148], [3.459, 1.931, 0.605], [4.947, 1.882, 1.782], [2.634, 3.628, 0.710], [4.103, 1.805, -1.158], [-0.352, 0.081, 4.787], [-1.703, 0.189, 3.655], [-0.916, 1.668, 4.222], [2.019, 0.518, 5.422], [3.460, -0.043, 4.594], [2.000, -1.031, 4.585], [1.578, 2.794, 4.596], [1.233, 3.377, 2.971], [2.900, 3.088, 3.477], [5.760, -0.799, 1.151], [5.118, -0.678, -0.488], [5.336, -2.253, 0.252], [4.245, -1.650, 3.493], [4.129, -3.116, 2.533], [2.692, -2.482, 3.325], [2.545, -2.403, -0.909], [1.252, -2.404, 0.267], [2.616, -3.514, 0.445], [4.780, 1.247, 2.656], [5.184, 2.887, 2.138], [5.823, 1.501, 1.256], [3.002, 4.209, 1.553], [1.548, 3.577, 0.788], [2.865, 4.192, -0.197], [4.645, 0.891, -1.376], [4.793, 2.640, -1.318], [3.311, 1.895, -1.896], [1.497, 4.355, -3.132], [1.068, 3.066, -2.015], [0.813, 2.209, -1.276], [-1.086, 4.114, -4.319], [-1.144, 2.738, -4.101], [-1.528, 2.251, -2.866], [-1.837, 3.129, -1.827], [-1.787, 4.507, -2.050], [-1.414, 4.999, -3.285], [-2.330, 2.613, -0.551], [-1.992, 1.583, 0.206], [-2.788, 1.216, 1.381], [-3.127, 2.225, 2.292], [-4.025, 1.973, 3.315], [-4.580, 0.709, 3.454], [-4.225, -0.300, 2.569], [-3.329, -0.053, 1.538], [-0.811, 4.496, -5.294], [-0.900, 2.052, -4.902], [-1.614, 1.187, -2.685], [-2.024, 5.188, -1.242], [-1.397, 6.067, -3.458], [-3.197, 3.167, -0.184], [-2.693, 3.211, 2.178], [-4.302, 2.769, 3.995], [-5.278, 0.511, 4.257], [-4.665, -1.283, 2.678], [-3.048, -0.822, 0.833]],
  "lowdin_spin": [0.002, 0.000, 0.005, 0.002, 0.028, 0.093, 0.377, 0.213, 0.012, 0.005, 0.014, 0.005, 0.142, 0.008, 0.006, 0.011, 0.006, 0.000, 0.000, 0.000, 0.000, 0.000, 0.000, 0.001, 0.011, 0.005, 0.000, 0.004, 0.000, 0.000, 0.001, 0.000, 0.004, 0.000, 0.000, 0.000, 0.000, 0.000, 0.000, 0.010, 0.000, 0.000, 0.000, 0.006, 0.000, 0.001, 0.001, 0.000, 0.000, 0.013, 0.001, 0.000, 0.000, 0.000, 0.001, 0.002, 0.000, 0.000, 0.000, 0.000, 0.000, 0.000, 0.000, 0.000, 0.000, 0.000, 0.000, 0.000, 0.000, 0.000, 0.000, 0.000, 0.000, 0.000, 0.000, 0.000, 0.000, 0.000, 0.000, 0.000, 0.000, 0.000, 0.000, 0.000, 0.000, 0.002, 0.000, 0.001, 0.002, 0.000, 0.001, 0.000, 0.000, 0.000, 0.002, -0.003, 0.000, 0.000, 0.000, -0.001, 0.000, 0.001, 0.000, 0.000, 0.000, 0.000, 0.000, 0.000, 0.000, 0.000, 0.000, 0.000, 0.001]
}